(1)
47
Properties=species:S:1:pos:R:3 method="wB97M-V/def2-TZVPD" gap_ev=5.0 charge=+2
C 2.01282 1.75895 4.18155
C 2.60015 2.19617 2.82775
S 1.53166 1.95798 1.39131
C 0.48963 3.43689 1.28070
B 1.07635 4.65342 2.08146
O 1.80910 5.61924 1.43090
B 2.91104 6.06788 2.12355
O 2.82556 6.17037 3.50017
B 1.81004 5.51653 4.13450
I 1.69448 5.58954 6.26424
O 0.89407 4.76312 3.44209
H 0.96977 1.47146 4.07433
H 2.56486 0.91627 4.58858
H 2.04061 2.57375 4.90032
H 3.48223 1.60111 2.59676
H 2.96061 3.21982 2.89089
H 0.45035 3.70943 0.22817
H -0.52390 3.20402 1.60293
H 3.94232 6.29434 1.58987
C 3.01884 -1.89498 0.47730
N 1.74453 -2.12846 -0.24621
C 0.59434 -1.80629 0.36383
C -0.61226 -1.95834 -0.27765
C -0.63885 -2.45781 -1.57639
C 0.56715 -2.80055 -2.18066
C 1.74587 -2.62479 -1.49191
C -1.92239 -2.60968 -2.31275
C -2.11326 -1.98313 -3.53993
C -3.30014 -2.15794 -4.21604
N -4.27325 -2.92835 -3.70861
C -4.11814 -3.53372 -2.51946
C -2.95659 -3.38935 -1.79969
C -5.53673 -3.13826 -4.46016
H 2.99329 -2.44058 1.41655
H 3.11656 -0.82639 0.65756
H 3.84277 -2.24706 -0.13351
H 0.67178 -1.40356 1.36472
H -1.51666 -1.66737 0.23813
H 0.60326 -3.20975 -3.18056
H 2.70588 -2.87226 -1.92053
H -1.35307 -1.35003 -3.97574
H -3.49301 -1.69017 -5.17035
H -4.94487 -4.13670 -2.17088
H -2.86328 -3.90109 -0.85194
H -6.37095 -2.82689 -3.83748
H -5.62115 -4.19243 -4.71075
H -5.51138 -2.54435 -5.36696

***

(2)
20
Properties=species:S:1:pos:R:3 method="wB97M-V/def2-TZVPD" gap_ev=4.4 charge=0 e_above_lowest_kcal_mol=213.3
O -0.20505 3.08732 -0.51785
C -0.15067 2.22121 -1.37722
C 0.88865 1.28449 -1.53258
C -0.76418 1.53867 2.24478
C -0.60032 0.40592 1.56282
C 0.56455 -2.41606 0.18856
N -0.73566 -1.90605 -0.06462
N 0.70841 -0.07216 -1.78014
H -1.03103 2.02159 -2.02748
H 1.77099 1.34898 -0.86092
H -0.56556 1.43472 3.30946
H -1.01774 2.47310 1.74834
H -0.43425 0.37575 0.50682
H -0.71492 -0.58549 2.01032
H 0.74156 -3.45463 -0.13265
H 1.37328 -1.84181 -0.28062
H 0.79110 -2.36048 1.25660
H -1.43573 -2.59252 -0.32366
H 0.09451 -0.65252 -1.16513
H 0.72206 -0.31002 -2.76482